No. 1
C23H17IrN7O2S2Se | ωB97M-V with the def2-TZVPD basis set

lowest unoccupied orbital energy (spin up / spin down) = -5.99 / -8.64 eV
HOMO-LUMO gap (spin up / spin down) = 7.3 / 5.6 eV
charge = +2
E = -4721.8763 a.u.
<S²> = 8.82
ΔE to the lowest compared entry with this formula, charge and spin = 18.3 kJ/mol
multiplicity = 6

Geometry as XYZ:
```
53
Properties=species:S:1:pos:R:3:forces:R:3:lowdin_charge:R:1
Ir -0.3487 0.7684 0.1590 -0.3 -0.4 0.0 1.1927
S 2.0003 1.1317 0.5919 0.1 0.1 -0.1 0.7671
C 1.5717 0.3637 2.0487 -0.2 0.0 0.0 -1.1185
N 0.2685 0.0882 2.1532 0.3 0.1 0.0 -0.1527
C -0.0256 -0.5586 3.3193 -0.2 0.0 -0.1 -0.3030
C -1.2961 -0.9959 3.7266 0.1 0.0 0.0 0.0089
C -1.3934 -1.6314 4.9367 0.0 0.0 0.0 -0.0364
C -0.2565 -1.8367 5.7478 0.0 0.0 0.0 -0.0290
C 0.9957 -1.4138 5.3648 0.0 0.0 -0.1 -0.0524
C 1.1056 -0.7683 4.1319 0.1 -0.1 0.1 -0.4271
S 2.5283 -0.1357 3.3758 0.1 0.0 0.1 1.1474
H -2.1593 -0.8307 3.0965 0.0 0.0 0.0 0.1208
H -2.3563 -1.9833 5.2800 0.0 0.0 0.0 0.1212
H -0.3716 -2.3400 6.6981 0.0 0.0 0.0 0.1245
H 1.8576 -1.5790 5.9957 0.0 0.0 0.0 0.1251
C 0.9123 -3.4193 -1.8145 0.0 0.0 0.0 0.0148
C 0.4392 -2.0526 -1.4280 0.0 0.0 0.0 -0.2405
N 0.5076 -1.5626 -0.2513 -0.1 0.1 0.0 -0.0604
O 1.0156 -2.3057 0.7679 -0.1 0.0 -0.1 0.0075
C -0.1863 -1.1461 -2.4386 0.0 -0.1 0.0 -0.2192
C -0.1175 -1.4768 -3.8883 0.0 0.0 0.0 0.0220
N -0.7640 -0.1195 -1.9459 0.1 0.1 0.0 -0.0367
O -1.3080 0.7543 -2.8618 -0.1 0.0 0.1 -0.0590
H 1.8174 -3.7054 -1.2750 0.0 0.0 0.0 0.0984
H 1.1625 -3.4626 -2.8702 0.0 0.0 0.0 0.0887
H 0.1387 -4.1674 -1.6246 0.0 0.0 0.0 0.1198
H 1.2078 -3.2040 0.4520 0.0 0.0 0.0 0.1046
H 0.9276 -1.5077 -4.2046 0.0 0.0 0.0 0.1149
H -0.6470 -0.7496 -4.4924 0.0 0.0 0.0 0.0900
H -0.5424 -2.4658 -4.0661 0.0 0.0 0.0 0.1087
Se -3.3622 8.0210 -0.8291 0.0 0.1 0.0 1.2375
N -2.4465 7.2905 0.5182 -0.1 -0.1 -0.1 -0.1908
C -2.2481 6.0421 0.2000 0.2 0.0 0.3 -0.3325
C -1.5303 5.1005 1.0640 0.0 0.2 0.0 -0.0636
C -1.0278 5.4546 2.3167 0.0 -0.1 0.0 0.0491
C -0.3872 4.4906 3.0651 0.0 0.0 0.0 0.0074
C -0.2543 3.2056 2.5462 0.0 0.0 0.0 -0.0966
N -0.7204 2.8629 1.3523 0.0 0.0 0.1 0.0177
C -1.3514 3.7952 0.6263 -0.1 -0.1 -0.2 -0.1428
C -1.8931 3.3457 -0.6700 -0.1 0.1 0.0 -0.1291
N -1.6900 2.1014 -0.9939 0.1 0.1 0.1 0.0046
C -2.2962 1.5392 -2.1746 0.1 0.0 -0.1 -0.3135
C -2.8589 2.5196 -3.1431 0.0 0.0 0.1 0.0607
C -3.0325 3.8060 -2.7907 0.0 0.0 -0.1 0.0265
C -2.6006 4.2578 -1.5128 0.0 0.1 0.1 -0.0368
C -2.7704 5.6091 -1.0630 -0.1 -0.1 -0.3 -0.3398
N -3.4000 6.5283 -1.7705 0.0 -0.1 0.1 -0.2086
H -1.1543 6.4671 2.6760 0.0 0.0 0.0 0.1345
H 0.0082 4.7144 4.0456 0.0 0.0 0.0 0.1264
H 0.2402 2.4300 3.1156 0.0 0.0 0.0 0.1038
H -3.0908 0.8523 -1.8425 0.0 0.0 0.0 0.1738
H -3.1730 2.1372 -4.1046 0.0 0.0 0.0 0.1365
H -3.4873 4.5213 -3.4625 0.0 0.0 0.0 0.1332
```
Forces are in eV/Å.


No. 2
C23H18CoN2O4SSe | ωB97M-V with the def2-TZVPD basis set

lowest unoccupied orbital energy (spin up / spin down) = 2.76 / 0.56 eV
HOMO-LUMO gap (spin up / spin down) = 8.0 / 5.8 eV
charge = -1
E = -5480.2708 a.u.
<S²> = 6.02
multiplicity = 5

Geometry as XYZ:
```
50
Properties=species:S:1:pos:R:3:forces:R:3:lowdin_charge:R:1
Co -1.8635 1.3569 -0.5762 0.0 -0.4 -0.2 0.3847
O -3.0001 3.0182 -4.0135 0.0 0.0 0.0 0.0600
C -2.9298 2.1115 -3.2091 -0.1 -0.1 0.1 -0.5631
O -2.6854 2.3127 -1.9435 0.0 0.1 0.0 -0.1744
C -3.1824 0.6846 -3.6570 0.0 0.0 0.0 -0.1351
C -3.3892 0.5227 -5.0289 0.0 0.0 0.0 -0.0307
C -3.6510 -0.7096 -5.5912 0.0 0.0 0.0 -0.0921
C -3.7198 -1.8264 -4.7659 0.0 0.0 0.0 -0.0978
C -3.5274 -1.6900 -3.4069 0.0 0.0 0.0 -0.1440
C -3.2468 -0.4432 -2.8283 0.1 0.0 0.0 -0.5532
S -3.0316 -0.5125 -1.0758 0.0 0.1 0.1 0.7197
H -3.3390 1.4166 -5.6353 0.0 0.0 0.0 0.1131
H -3.8021 -0.8024 -6.6590 0.0 0.0 0.0 0.0950
H -3.9251 -2.8056 -5.1810 0.0 0.0 0.0 0.0978
H -3.5782 -2.5579 -2.7613 0.0 0.0 0.0 0.0892
Se -3.0184 2.3544 1.2721 -0.2 0.1 0.0 0.6838
C -2.4644 1.3678 2.7151 0.1 -0.1 0.0 -0.7978
N -2.1395 0.7815 3.6554 0.0 0.0 0.0 0.0427
C 3.1901 -3.9040 0.0871 0.0 0.0 0.0 -0.0615
C 2.2487 -2.9056 0.7118 0.0 0.0 0.0 -0.2332
C 0.8773 -3.1367 0.6647 0.0 0.0 0.0 -0.0579
C -0.0143 -2.2218 1.2032 0.0 0.0 0.0 -0.0720
C 0.4573 -1.0778 1.8195 0.0 0.0 0.0 -0.0184
C 1.8257 -0.8342 1.8662 0.0 0.0 -0.1 -0.2139
N 2.3125 0.3302 2.4864 0.1 0.0 0.1 0.0903
C 1.6524 1.5552 2.5182 0.0 0.0 0.1 -0.2046
C 1.6600 2.3125 3.6894 0.0 0.0 0.0 -0.0277
C 1.0600 3.5603 3.7347 0.0 0.0 0.0 -0.0943
C 0.3960 4.0559 2.6213 0.0 -0.1 0.0 -0.0964
C 0.3640 3.2923 1.4641 0.0 0.0 0.0 -0.0715
C 1.0035 2.0618 1.3886 0.0 0.0 0.0 -0.0910
C 1.1019 1.3756 0.0499 0.1 0.3 -0.1 -0.5696
O 2.1864 1.1053 -0.4208 0.0 -0.1 0.0 0.0979
O -0.0237 1.1838 -0.5801 -0.2 0.0 0.0 -0.1420
C 2.7335 -1.7310 1.2934 0.0 0.0 0.0 -0.1716
C 4.1956 -1.3775 1.2760 0.0 0.0 0.0 -0.0397
H 2.6456 -4.7959 -0.2220 0.0 0.0 0.0 0.0682
H 3.9766 -4.2108 0.7797 0.0 0.0 0.0 0.0774
H 3.6796 -3.4896 -0.7977 0.0 0.0 0.0 0.0812
H 0.5072 -4.0387 0.1909 0.0 0.0 0.0 0.1005
H -1.0809 -2.4047 1.1580 0.0 0.0 0.0 0.0972
H -0.2252 -0.3789 2.2856 0.0 0.0 0.0 0.0892
H 3.0687 0.2176 3.1387 0.0 0.0 0.0 0.1356
H 2.1294 1.8996 4.5752 0.0 0.0 0.0 0.1058
H 1.0823 4.1301 4.6555 0.0 0.0 0.0 0.0964
H -0.1008 5.0163 2.6554 0.0 0.0 0.0 0.0984
H -0.1448 3.6663 0.5836 0.0 0.0 0.0 0.1031
H 4.3107 -0.3102 1.0823 0.0 0.0 0.0 0.0799
H 4.7316 -1.9220 0.5013 0.0 0.0 0.0 0.0645
H 4.6867 -1.6029 2.2301 0.0 0.0 0.0 0.0821
```
Forces are in eV/Å.


No. 3
C23H18F12IrN4O2S2 | ωB97M-V with the def2-TZVPD basis set

lowest unoccupied orbital energy (spin up / spin down) = 2.65 / 0.87 eV
HOMO-LUMO gap (spin up / spin down) = 6.1 / 5.7 eV
charge = -1
E = -3355.9865 a.u.
<S²> = 6.03
multiplicity = 5

Geometry as XYZ:
```
62
Properties=species:S:1:pos:R:3:forces:R:3:lowdin_charge:R:1
Ir 1.3710 0.8890 0.9096 -0.2 0.1 -0.2 1.2954
C 1.1501 -3.7369 -4.7465 0.0 0.0 0.0 -0.0541
C 0.9208 -2.6703 -3.7115 0.0 0.0 0.0 -0.2624
C -0.1087 -1.7464 -3.8341 0.0 0.0 0.0 -0.0375
C -0.3043 -0.7940 -2.8617 0.0 0.0 0.0 -0.0082
C 0.5239 -0.6948 -1.7234 0.0 -0.1 0.0 -0.2011
N 0.3413 0.3302 -0.8314 0.0 0.1 0.1 -0.0280
C -0.6291 1.3301 -1.0629 0.1 -0.1 0.0 -0.2777
C -0.4761 2.1487 -2.1799 0.0 0.1 0.0 -0.0339
C -1.2478 3.2811 -2.3488 0.0 0.0 0.0 -0.0353
C -2.2045 3.6199 -1.4055 0.0 0.0 0.0 -0.2718
C -2.9766 4.9049 -1.5017 0.0 0.0 0.0 -0.0535
C -2.3720 2.7840 -0.3086 0.0 0.0 0.0 0.0228
C -1.5985 1.6471 -0.0940 0.0 0.0 0.0 -0.0572
C -1.7158 0.8056 1.1965 0.0 0.0 0.0 -0.3436
O -0.5300 0.4994 1.8025 0.0 0.0 0.1 -0.2683
C -2.5072 1.5699 2.3047 0.0 0.0 0.0 -0.5420
F -2.5524 0.8446 3.4418 0.0 0.1 0.0 0.1335
F -1.8919 2.7187 2.6019 0.0 0.0 0.0 0.1644
F -3.7937 1.8647 2.0139 0.0 0.0 0.1 0.1267
C -2.4846 -0.5115 0.8730 0.0 0.0 -0.1 -0.5329
F -3.7668 -0.2922 0.5129 0.0 0.0 0.0 0.1448
F -1.9132 -1.1788 -0.1387 0.0 0.0 0.0 0.1616
F -2.5100 -1.3510 1.9217 0.0 0.0 0.0 0.1434
C 1.5202 -1.6935 -1.5406 0.0 0.0 0.0 -0.0332
C 1.6920 -2.6276 -2.5574 0.0 0.0 0.0 0.0054
C 2.3028 -1.9192 -0.2238 0.0 0.0 0.0 -0.3459
O 2.4335 -0.9022 0.6672 0.1 0.0 0.0 -0.3103
C 1.5591 -3.0695 0.5288 0.0 0.0 0.0 -0.5377
F 2.2494 -3.4628 1.6235 0.0 0.0 0.0 0.1388
F 1.3387 -4.1797 -0.1972 0.0 0.0 0.0 0.1503
F 0.3690 -2.6297 0.9529 0.0 0.0 0.0 0.1584
C 3.7764 -2.3752 -0.5131 0.0 0.0 0.0 -0.5422
F 4.3319 -1.5941 -1.4512 0.0 0.0 0.0 0.1588
F 4.5348 -2.2834 0.5818 0.0 0.0 0.0 0.1568
F 3.9044 -3.6582 -0.9375 0.0 0.0 0.0 0.1195
H 0.8429 -3.3999 -5.7371 0.0 0.0 0.0 0.0721
H 2.2012 -4.0226 -4.7938 0.0 0.0 0.0 0.0758
H 0.5757 -4.6373 -4.5126 0.0 0.0 0.0 0.0812
H -0.7679 -1.7753 -4.6947 0.0 0.0 0.0 0.1116
H -1.1202 -0.0941 -2.9613 0.0 0.0 0.0 0.1103
H 0.3120 1.9135 -2.8836 0.0 0.0 0.0 0.1247
H -1.0742 3.9269 -3.2018 0.0 0.0 0.0 0.1134
H -3.0866 5.2278 -2.5378 0.0 0.0 0.0 0.0720
H -3.9713 4.8064 -1.0646 0.0 0.0 0.0 0.0749
H -2.4451 5.6897 -0.9574 0.0 0.0 0.0 0.0677
H -3.1187 3.0731 0.4144 0.0 0.0 0.0 0.1130
H 2.4437 -3.3939 -2.4475 0.0 0.0 0.0 0.1140
C -0.4849 -0.8285 4.9338 0.0 0.0 0.0 -0.0797
N 0.4752 0.2154 4.6457 0.1 0.0 0.1 -0.0416
C 1.5369 0.0351 3.8574 0.0 -0.1 0.0 -0.9130
N 1.8724 -1.2259 3.5284 -0.1 0.1 0.0 0.1210
S 2.4347 1.3658 3.2942 0.0 0.0 -0.1 0.5755
H -1.3118 -0.3943 5.4878 0.0 0.0 0.0 0.0851
H -0.0334 -1.6138 5.5440 0.0 0.0 0.0 0.0861
H -0.8880 -1.2501 4.0085 0.0 0.0 0.0 0.0762
H 0.1886 1.1757 4.7366 0.0 0.0 -0.1 0.1174
H 1.1622 -1.9398 3.5838 0.0 0.0 0.0 0.0862
H 2.4679 -1.2982 2.7109 0.1 0.0 -0.1 0.0585
S 0.5968 5.6045 0.4919 0.0 -0.1 0.0 0.4638
C 1.0604 4.0464 0.4357 0.0 0.1 -0.1 -0.9551
N 1.3957 2.9266 0.3561 0.2 0.0 0.2 -0.1152
```
Forces are in eV/Å.


No. 4
C23H18F5NO2S2 | ωB97M-V with the def2-TZVPD basis set

structure (SMILES) = Cc1ccc(Cc2cccc3c2Sc2ccc(S(C)(=O)=O)c(C(F)(F)C(F)(F)F)c2N3)cc1
lowest unoccupied orbital energy = -1.01 eV
HOMO-LUMO gap = 7.5 eV
E = -2387.6656 a.u.

Geometry as XYZ:
```
51
Properties=species:S:1:pos:R:3:forces:R:3:lowdin_charge:R:1
C -2.3379 4.4077 -3.8868 0.7 0.2 0.7 -0.1057
C -2.0092 4.2365 -2.3285 1.1 -0.9 3.0 -0.2284
C -2.8617 4.8080 -1.1623 2.9 -2.0 0.5 -0.0370
C -2.4635 4.5421 0.3313 1.8 -1.0 -2.3 -0.0303
C -1.1814 3.7342 0.7384 -0.7 0.7 -3.8 -0.1554
C -0.7946 3.4677 2.2808 -1.8 -0.7 -0.4 -0.1519
C -1.1828 1.9424 2.6843 0.3 -2.5 0.2 -0.1654
C -2.5890 1.5033 3.1620 3.3 -3.0 -0.3 -0.0177
C -2.7985 -0.0045 3.4786 2.5 0.9 -0.9 -0.0575
C -1.6804 -1.0947 3.3393 1.0 3.4 -0.9 0.0141
C -0.2582 -0.6596 2.8608 -3.5 3.0 0.5 -0.1953
C -0.0692 0.8766 2.5393 -2.4 -2.0 0.8 -0.3227
S 1.6579 1.2829 1.9292 -1.2 -1.9 -0.5 0.8893
C 1.9782 -0.2077 0.8437 0.0 -2.5 -1.8 -0.3582
C 2.6664 -0.0372 -0.5335 -1.7 -3.6 1.9 -0.0474
C 2.8477 -1.3188 -1.3872 -1.3 0.1 3.2 -0.0305
C 2.3559 -2.7207 -0.8659 0.2 3.5 1.3 -0.1469
S 2.6341 -4.1283 -2.0654 -0.9 -5.3 -0.1 0.7359
C 2.9315 -3.4625 -3.8005 -0.3 2.0 0.0 -0.1537
O 1.3416 -4.9273 -2.1780 2.9 2.9 0.5 -0.3756
O 3.7988 -5.0106 -1.6817 -2.3 3.2 -0.8 -0.3654
C 1.6834 -2.9152 0.5469 1.5 3.4 -1.0 0.0434
C 1.2378 -4.3593 1.0561 0.3 -0.9 0.9 -0.2351
F 2.1921 -5.3884 0.7419 -2.4 2.7 0.4 0.0536
F 1.0811 -4.4436 2.4796 0.7 0.5 -3.2 0.0444
C -0.2444 -4.7160 0.4570 -2.2 -0.5 0.4 -0.3018
F -0.3493 -6.0356 -0.0169 0.3 3.6 0.9 0.1060
F -1.1826 -4.6135 1.5436 2.1 -0.2 -2.7 0.0521
F -0.6867 -3.7456 -0.4912 1.2 -2.8 2.2 0.0737
C 1.4825 -1.6046 1.3952 1.5 0.3 -2.9 -0.1073
N 0.8606 -1.6091 2.7306 -0.1 0.9 -1.1 -0.0158
C -0.3071 3.2010 -0.4584 -3.0 1.7 -1.3 -0.0177
C -0.7273 3.4346 -1.9549 -1.8 1.2 3.0 -0.0354
H -2.5606 3.4085 -4.4111 0.2 1.5 1.0 0.0838
H -3.1922 5.1496 -4.0480 1.2 -1.1 0.2 0.0744
H -1.3714 4.8185 -4.3704 -1.7 -0.5 0.6 0.0827
H -3.7970 5.4319 -1.4122 1.7 -1.2 0.6 0.0942
H -3.1586 4.9954 1.1302 1.4 -0.9 -1.3 0.0913
H -1.4925 4.1301 2.9176 1.3 -0.9 -1.0 0.1134
H 0.2954 3.6990 2.5214 -1.6 -0.3 -0.5 0.0971
H -3.4366 2.2588 3.2842 1.4 -1.3 -0.2 0.1019
H -3.8408 -0.3340 3.8235 1.8 0.5 -0.6 0.0894
H -1.8828 -2.2054 3.5742 0.3 2.1 -0.4 0.1051
H 2.9665 1.0196 -0.8400 -0.4 -1.9 0.2 0.1018
H 3.3608 -1.1835 -2.4077 -1.0 -0.5 1.9 0.0960
H 2.3640 -2.4560 -3.8867 0.8 -1.7 0.2 0.0693
H 2.4777 -4.1461 -4.5976 0.8 0.5 1.7 0.0900
H 4.0388 -3.2342 -3.9443 -1.5 -0.6 0.2 0.0788
H 1.6003 -1.4016 3.4267 -0.7 -0.1 -0.5 0.1381
H 0.6579 2.6164 -0.3034 -1.6 0.9 0.0 0.0422
H -0.0544 2.9990 -2.7837 -1.2 0.8 1.5 0.0960
```
Forces are in eV/Å.